No. 1
The following is a quantum chemistry calculation of C38H44AsN4O4V as an isolated structure at a distorted geometry, from the OMol25 dataset.

Results
LUMO (alpha / beta), eV: -6.6 / -6.7
Kohn-Sham gap (alpha / beta), eV: 6.65 / 6.64
Total charge: +2

```
92
Properties=species:S:1:pos:R:3:mulliken_charge:R:1
V -1.0849 0.8667 0.1536 -1.66
C -4.6951 -1.3030 -0.1069 -1.60
C -3.9095 -0.0398 -0.1424 0.94
O -2.6261 -0.1791 0.0772 -0.41
C -4.4654 1.1892 -0.3661 -1.59
C -3.7277 2.3733 -0.2396 1.20
C -4.4013 3.6964 -0.4021 -1.43
N -2.4419 2.3208 0.0932 1.39
N -1.8412 3.5541 0.3440 -0.97
C -0.7561 3.3494 0.9996 -0.31
O -0.4162 2.0729 1.3259 0.03
C 0.1755 4.4297 1.3477 0.59
C 1.3692 4.1109 1.9889 0.00
C 2.2705 5.1151 2.3118 -0.93
C 1.9790 6.4338 1.9949 -0.43
C 0.7861 6.7538 1.3505 -0.80
C -0.1169 5.7564 1.0244 -0.38
H -5.0771 -1.4472 0.9075 0.30
H -4.0583 -2.1501 -0.3525 0.24
H -5.5460 -1.2593 -0.7842 0.49
H -5.5197 1.2579 -0.5885 0.50
H -5.4161 3.5602 -0.7663 0.46
H -3.8402 4.3288 -1.0882 0.30
H -4.4274 4.2221 0.5530 0.32
H 1.5919 3.0783 2.2222 0.51
H 3.1975 4.8687 2.8127 0.45
H 2.6776 7.2185 2.2566 0.44
H 0.5580 7.7857 1.1163 0.45
H -1.0570 5.9960 0.5429 0.52
C -1.7717 -5.8570 -3.2368 -1.61
C -1.1726 -4.6576 -2.5536 0.43
C -0.2779 -4.7985 -1.5043 -1.13
C 0.2864 -3.7074 -0.8477 0.67
C 1.2993 -4.0104 0.2348 -1.55
C -0.0991 -2.4245 -1.2644 1.03
As 0.5878 -0.8310 -0.4311 3.07
N -0.4401 -0.5476 1.0629 1.99
C -1.0544 -1.2173 2.1423 0.40
C -1.2675 -2.5933 2.1382 -0.41
C -1.9426 -3.1802 3.1936 -0.98
C -2.3998 -2.4065 4.2552 -0.72
C -2.1920 -1.0325 4.2551 -0.93
C -1.5292 -0.4342 3.1975 -0.38
C 2.4217 -1.0545 0.0526 1.03
C 2.8998 -0.8992 1.3522 0.32
C 2.1104 -0.3342 2.5071 -1.41
C 4.2192 -1.2802 1.5867 -1.15
C 5.0548 -1.7430 0.5807 0.53
C 6.4722 -2.1597 0.8669 -1.60
C 4.5616 -1.7712 -0.7216 -1.05
C 3.2535 -1.4277 -1.0153 0.07
C 2.8080 -1.4206 -2.4596 -1.49
C -0.9719 -2.2421 -2.3525 0.05
C -1.3011 -0.8947 -2.9546 -1.35
C -1.4960 -3.3669 -2.9692 -0.96
H -1.2793 -6.7791 -2.9325 0.40
H -1.6938 -5.7673 -4.3206 0.39
H -2.8325 -5.9463 -2.9940 0.32
H 0.0040 -5.7948 -1.1795 0.43
H 1.0758 -4.9746 0.6906 0.56
H 1.3388 -3.2673 1.0264 0.13
H 2.3037 -4.0748 -0.1900 0.41
H -0.9433 -3.1904 1.2998 0.41
H -2.1141 -4.2494 3.1870 0.49
H -2.9161 -2.8753 5.0824 0.44
H -2.5427 -0.4275 5.0805 0.49
H -1.3401 0.6312 3.1979 0.44
H 1.3862 0.4133 2.1915 -0.32
H 2.7960 0.1462 3.2041 0.60
H 1.5817 -1.1139 3.0604 0.32
H 4.6086 -1.1847 2.5952 0.44
H 6.6901 -2.1304 1.9325 0.38
H 7.1797 -1.5032 0.3569 0.36
H 6.6562 -3.1732 0.5085 0.37
H 5.2216 -2.0571 -1.5345 0.49
H 3.6722 -1.4618 -3.1197 0.55
H 2.2632 -0.5032 -2.7049 0.13
H 2.1710 -2.2682 -2.7085 0.30
H -1.8191 -0.2252 -2.2695 0.12
H -1.9572 -1.0246 -3.8128 0.51
H -0.4029 -0.3794 -3.2988 0.24
H -2.1655 -3.2376 -3.8128 0.45
N -0.0738 4.1183 -2.8972 -0.13
C 1.1805 3.6910 -2.1737 -0.77
C 0.9162 2.4025 -1.4167 0.81
O 1.8328 1.9009 -0.8163 -0.43
O -0.3332 2.0208 -1.4704 -0.41
H -0.3481 5.0729 -2.6668 0.39
H -0.7984 3.4697 -2.5656 0.14
H 0.0071 4.0443 -3.9105 0.40
H 1.4333 4.4612 -1.4474 0.26
H 2.0019 3.5685 -2.8722 0.41
```

No. 2
The following is a quantum chemistry calculation of C38H44ClN6O5Sc as an isolated structure, from the OMol25 dataset.

Results
LUMO, eV: -0.3
Kohn-Sham gap, eV: 8.15
Total charge: 0

```
95
Properties=species:S:1:pos:R:3:mulliken_charge:R:1
Sc 0.2761 -0.4201 0.3572 -0.79
C 3.0469 0.5148 -1.6824 -0.93
C 3.1212 1.8521 -0.9042 -0.71
N 3.1040 1.7913 0.5387 0.39
C 4.0893 0.9667 1.2107 -0.89
C 3.4528 0.0850 2.2786 -0.63
N 2.4399 -0.8655 1.7650 0.43
C 3.0599 -1.9671 1.0141 0.05
C 3.3185 -1.6126 -0.4535 -0.77
N 2.3689 -0.6137 -0.9955 0.31
H 4.0560 0.1955 -1.9485 0.61
H 2.5254 0.6920 -2.6200 0.45
H 2.2935 2.4996 -1.2034 0.21
H 4.0382 2.3568 -1.2188 0.43
H 2.1846 1.6165 0.9004 -0.85
H 4.8157 1.6064 1.7195 0.63
H 4.6582 0.3519 0.5059 0.21
H 2.9840 0.7220 3.0241 -0.05
H 4.2507 -0.4829 2.7674 0.55
H 1.9972 -1.2748 2.5819 0.15
H 2.3893 -2.8120 1.0613 -0.70
H 4.0025 -2.2727 1.4788 0.61
H 3.2631 -2.5366 -1.0291 0.44
H 4.3297 -1.2336 -0.5672 0.59
H 1.8165 -1.0461 -1.7349 -0.07
C 0.2079 -4.1964 2.4178 -1.44
C 0.8469 -4.5482 1.1002 1.69
C 1.7001 -5.6373 1.0066 -0.89
C 2.2886 -5.9765 -0.2058 -0.97
C 1.9870 -5.2405 -1.3363 -0.62
C 1.1214 -4.1478 -1.2792 1.27
C 0.7468 -3.4375 -2.5534 -1.73
C 0.5891 -3.7756 -0.0440 -1.05
N -0.2332 -2.6130 0.1190 2.15
C -1.5561 -2.9264 0.0892 -0.90
O -2.0638 -3.9854 -0.2447 -0.70
C -2.4345 -1.8314 0.6231 0.68
C -3.7984 -1.9675 0.7717 -0.69
C -4.4906 -0.9572 1.4258 -0.60
C -3.8014 0.1469 1.9077 -0.49
C -2.4397 0.2076 1.6929 0.50
N -1.7829 -0.7613 1.0665 0.63
C -1.5812 1.3422 2.1630 -0.82
O -2.0923 2.2495 2.8035 -0.73
N -0.2746 1.1987 1.8169 1.91
C 0.5172 2.3009 2.2904 -1.44
C 1.1029 2.2284 3.5554 0.79
C 0.8035 1.0819 4.4886 -1.26
C 1.9187 3.2739 3.9807 -0.87
C 2.1214 4.3841 3.1804 -0.91
C 1.4872 4.4694 1.9503 -1.08
C 0.6756 3.4410 1.4921 2.48
C -0.0459 3.5731 0.1773 -1.54
H 0.6763 -4.7425 3.2358 0.47
H -0.8544 -4.4538 2.3997 0.32
H 0.2696 -3.1266 2.6286 0.03
H 1.9112 -6.2237 1.8943 0.41
H 2.9634 -6.8221 -0.2661 0.42
H 2.4092 -5.5242 -2.2958 0.46
H 1.6098 -2.9733 -3.0388 0.30
H 0.0018 -2.6700 -2.3808 -0.06
H 0.3297 -4.1564 -3.2619 0.51
H -4.2757 -2.8608 0.3954 0.61
H -5.5614 -1.0355 1.5698 0.48
H -4.2777 0.9572 2.4430 0.60
H 0.5047 0.1880 3.9426 0.01
H -0.0295 1.3495 5.1442 0.40
H 1.6608 0.8492 5.1243 0.45
H 2.3862 3.2178 4.9590 0.47
H 2.7633 5.1896 3.5177 0.42
H 1.6273 5.3493 1.3316 0.43
H 0.3894 4.3724 -0.4235 0.45
H -1.0969 3.8175 0.3569 0.32
H -0.0331 2.6525 -0.4025 0.04
C -4.6079 1.9633 -1.1211 -1.09
C -4.5781 2.3201 -2.5850 1.24
C -5.6596 2.9332 -3.1953 -0.79
C -5.6327 3.2449 -4.5478 0.13
Cl -7.0112 4.0160 -5.2785 -0.24
C -4.5231 2.9550 -5.3116 -0.93
C -3.4275 2.3394 -4.7164 -0.66
C -3.4576 2.0154 -3.3665 0.10
O -2.4254 1.4144 -2.7074 0.21
C -1.3269 0.9846 -3.4736 -1.22
C -0.3324 0.2318 -2.6186 -0.20
O 0.5131 -0.4290 -3.1986 -0.66
O -0.4331 0.3742 -1.3295 0.55
H -5.2433 2.6550 -0.5670 0.44
H -3.6088 1.9767 -0.6890 -0.14
H -5.0072 0.9540 -0.9877 0.30
H -6.5357 3.1797 -2.6067 0.41
H -4.5041 3.2094 -6.3633 0.43
H -2.5573 2.1276 -5.3211 0.45
H -0.7930 1.8415 -3.8987 0.47
H -1.6236 0.3302 -4.2923 0.63
```

Total energy
In order: -140784.5044; -92527.8979
Unit: eV